Here is a structure of composition C7H21BeCl4CsF11MgNO11P2S3 from the Open Molecules 2025 dataset. Energies are from ωB97M-V with the def2-TZVPD basis set.

The geometry in XYZ format:
```
63
Properties=species:S:1:pos:R:3:forces:R:3:mulliken_charge:R:1
C 0.093242 2.389877 0.149547 0.2 -3.2 -2.0 -2.00
S -1.139454 2.886180 -1.153656 0.1 1.4 -0.5 1.01
O -0.735440 2.473573 -2.486230 0.2 -0.4 0.4 -0.57
O -1.433125 4.344790 -1.066335 0.4 -1.5 1.0 -0.69
P -3.084478 1.844481 -0.811364 -1.1 -0.2 0.0 0.40
C -4.880605 1.085941 -0.647063 1.2 -0.7 -0.5 -0.99
O -5.922643 2.010390 -1.143270 0.0 -0.8 1.1 -0.08
C -6.306928 2.906733 -0.292882 0.6 1.2 -2.2 1.17
F -7.452782 3.506880 -0.840533 0.2 -0.7 1.2 -0.36
F -5.468948 3.879335 -0.054576 0.0 -0.1 0.7 -0.18
F -6.714438 2.387100 0.975089 0.5 0.2 -0.4 -0.37
H -0.274783 2.629138 1.217231 -0.4 -4.7 -3.5 0.65
H 0.383718 1.314054 0.046701 -0.4 0.7 -0.1 0.62
H 1.045595 3.000626 -0.075138 -1.4 -2.2 -0.5 0.51
H -2.628448 0.725586 -1.539582 0.2 0.1 0.2 0.05
H -3.644183 2.908948 -1.573851 0.4 0.0 0.1 0.08
H -2.924914 1.884326 0.599672 0.1 0.1 -0.2 0.05
H -4.890052 0.243211 -1.340233 -0.4 0.2 -0.1 0.39
H -5.091405 0.673005 0.341317 -0.4 0.4 0.0 0.45
O 1.528210 0.898904 1.790869 -0.4 0.7 0.2 -0.64
H 2.384083 0.885684 2.231029 0.0 -0.1 -0.2 0.17
O -0.138394 4.605136 -4.854009 -0.1 0.0 0.1 -0.62
H -0.319676 5.446137 -4.423898 0.0 0.1 -0.1 0.30
H -0.599253 3.957918 -4.310332 0.1 -0.1 0.0 0.29
C 1.710266 -0.616125 5.505284 -0.2 0.7 -0.6 0.32
Cl 0.540341 -1.367915 4.441120 0.2 -0.1 0.1 -0.04
Cl 0.901272 0.522788 6.579649 0.1 -0.2 0.1 -0.08
Cl 2.510271 -1.899611 6.483287 -0.3 -0.4 0.5 -0.07
Cl 2.940564 0.209279 4.564445 0.1 -0.2 0.3 -0.07
C -8.454297 1.220911 -4.118700 0.3 0.0 0.2 -0.50
O -7.205275 1.912777 -4.104270 -0.1 0.1 -0.1 -0.47
H -8.898753 1.342849 -5.101076 0.0 0.1 0.0 0.25
H -8.302468 0.156221 -3.925130 -0.1 0.0 0.0 0.27
H -9.132061 1.640694 -3.366358 -0.1 -0.1 -0.1 0.17
H -6.819059 1.801840 -3.235181 0.1 -0.1 0.0 0.27
Cs 0.326906 4.344678 1.488074 1.9 9.5 5.0 1.04
C -1.002272 -1.404446 -3.621398 0.0 -0.1 0.1 -0.99
C -0.063585 -1.244077 -2.438112 -0.1 0.4 -0.2 -0.14
O 0.702810 -0.052668 -2.558345 0.1 -0.3 0.3 -0.45
H -0.438393 -1.430430 -4.552549 0.0 0.0 0.0 0.30
H -1.586260 -2.323081 -3.538311 0.0 0.0 0.0 0.34
H -1.692018 -0.555272 -3.688146 0.0 0.0 0.0 0.25
H 0.633134 -2.077898 -2.387079 0.1 0.1 0.1 0.39
H -0.631801 -1.210394 -1.494559 0.0 -0.2 0.0 0.13
H 0.089533 0.687233 -2.590704 0.1 0.1 -0.3 0.24
F 5.499880 -2.625048 4.046043 -0.8 -0.2 0.7 -0.26
P 5.533296 -4.137686 4.634514 2.8 -2.8 -6.4 1.04
F 7.086169 -3.975592 4.237519 -1.1 0.0 3.1 -0.27
F 3.970042 -4.198562 4.185652 -0.2 0.3 2.0 -0.31
F 6.032731 -5.050136 5.927540 -1.1 0.2 0.2 -0.33
F 5.555389 -5.485862 3.742129 0.5 0.5 0.2 -0.27
F 4.836534 -3.336018 6.080417 -1.2 2.0 4.2 0.21
Be 4.646085 -3.546751 7.551262 0.5 0.1 -2.7 0.78
N 6.764060 -3.196165 0.514542 0.3 0.5 -0.1 -0.15
S 6.826331 -2.805940 -1.030782 -1.8 0.5 -2.2 1.07
O 7.190663 -3.852443 -1.912277 0.5 -0.6 0.3 -0.49
O 7.317182 -1.503250 -1.309559 0.5 0.3 0.7 -0.48
F 5.283010 -2.661145 -1.282835 0.0 -0.1 0.6 -0.21
S 8.186926 -3.504528 1.141731 2.5 -1.8 1.0 1.19
O 8.082702 -4.157756 2.396944 -0.1 0.2 -1.4 -0.43
O 9.168622 -2.482303 1.026898 -0.6 0.8 -0.3 -0.50
F 8.739425 -4.641462 0.208676 -0.3 0.1 -0.3 -0.23
Mg -8.632828 2.615342 0.761124 -1.7 0.1 0.2 0.86
```
Positions in Å, forces in eV/Å.

Computed properties:
Orbital gap (eV): 1.00
LUMO energy (eV): -10.506
Total charge: +2
Spin multiplicity: 1
HOMO (eV): -11.50

=====

Here is a structure of composition C2H4AgMgO from the Open Molecules 2025 dataset. Energies are from ωB97M-V with the def2-TZVPD basis set.

The geometry in XYZ format:
```
9
Properties=species:S:1:pos:R:3:forces:R:3:lowdin_spin:R:1
O 0.481107 0.876944 2.137165 0.0 1.0 0.8 0.17
Ag 0.002657 2.856169 2.956717 0.5 -1.8 -0.7 0.07
Mg 1.400547 -0.690902 2.505163 -0.5 0.8 -0.2 0.74
C -0.528355 0.115241 -1.101916 0.0 -1.0 -1.2 0.01
C -0.053165 -1.126709 -1.320202 -0.4 1.0 0.0 0.01
H -1.566767 0.270785 -0.799308 0.5 0.0 0.3 0.00
H 0.002137 0.991251 -1.483203 0.0 -0.2 0.5 0.00
H 0.924946 -1.283247 -1.782646 -0.3 0.0 0.3 0.00
H -0.663107 -2.009533 -1.111770 0.3 0.3 0.1 0.00
```
Positions in Å, forces in eV/Å.

Computed properties:
Orbital gap (spin up / spin down) (eV): 5.01 / 6.86
Energy above the lowest of the compared OMol25 structures with the same formula, charge and spin (kJ/mol): 0.00
LUMO energy (spin up / spin down) (eV): -1.052 / -1.214
Spin multiplicity: 2
HOMO (spin up / spin down) (eV): -6.06 / -8.07

=====

Number 1: molecular weight 970.40 u, electronic energy -169038.7723 eV. Number 2: molecular weight 176.23 u, electronic energy -13626.3425 eV.